[1]
Entry from OMol25: a 2-piece molecular cluster, C13H34FN3O6P2 overall at a distorted geometry (ωB97M-V with the def2-TZVPD basis set).

## Properties
SMILES: COCCCCCCO[P@@](=O)(O)OF.CN(C)P(=O)(N(C)C)N(C)C
Relative energy (zero: lowest compared OMol25 entry of this formula, charge and spin): 609.7 kJ/mol
Multiplicity: 1
E: -1913.6120 hartree

Positions of all 59 atoms, in Å:
C1 -0.245 0.387 0.731
O1 0.988 0.971 1.282
C2 2.062 1.064 0.280
C3 2.734 2.551 0.142
C4 1.750 3.782 0.706
C5 1.958 3.879 2.293
C6 2.329 5.267 3.002
C7 2.589 6.599 2.143
O2 1.605 7.644 2.584
P1 1.979 9.191 1.875
O3 2.609 9.076 0.395
O4 0.489 10.158 1.866
O5 3.108 10.075 2.910
F1 3.474 11.144 2.201
H1 -0.374 0.497 -0.427
H2 -1.145 0.995 1.224
H3 -0.404 -0.744 1.060
H4 1.762 0.708 -0.800
H5 2.920 0.319 0.642
H6 3.770 2.546 0.724
H7 2.998 2.754 -1.001
H8 1.993 4.699 0.040
H9 0.647 3.439 0.466
H10 2.792 3.079 2.598
H11 0.965 3.461 2.811
H12 1.471 5.514 3.796
H13 3.296 5.083 3.680
H14 3.647 7.046 2.470
H15 2.612 6.533 0.986
H16 -0.196 9.504 2.242
O6 -0.864 -2.597 -1.352
P2 -1.167 -4.094 -1.097
N1 -0.827 -4.507 -2.719
C8 -1.542 -5.405 -3.606
C9 0.603 -4.657 -2.975
N2 -2.852 -3.738 -0.851
C10 -3.805 -3.690 -1.959
C11 -3.092 -2.516 -0.058
N3 -1.515 -5.814 -0.803
C12 -2.804 -6.496 -0.829
C13 -0.862 -6.170 0.471
H17 -1.367 -6.459 -3.366
H18 -1.223 -5.256 -4.646
H19 -2.615 -5.221 -3.631
H20 0.985 -5.597 -2.563
H21 1.168 -3.837 -2.513
H22 0.840 -4.620 -4.047
H23 -3.459 -3.059 -2.780
H24 -4.783 -3.313 -1.628
H25 -4.041 -4.682 -2.342
H26 -3.006 -1.604 -0.670
H27 -2.380 -2.439 0.773
H28 -4.096 -2.527 0.387
H29 -3.521 -6.089 -0.108
H30 -2.680 -7.559 -0.592
H31 -3.250 -6.498 -1.825
H32 -1.380 -5.708 1.316
H33 0.176 -5.815 0.472
H34 -0.821 -7.254 0.621

[2]
Entry from OMol25: a 4-piece molecular cluster, C13H34IN2O5 overall at a distorted geometry (ωB97M-V with the def2-TZVPD basis set).

## Properties
Relative energy (zero: lowest compared OMol25 entry of this formula, charge and spin): 171.5 kJ/mol
Multiplicity: 1
E: -1299.0116 hartree
Total charge: -1

Positions of all 55 atoms, in Å:
I1 -0.079 2.800 2.885
C1 -2.336 6.393 3.135
O1 -2.578 5.441 4.179
H1 -1.335 6.823 3.181
H2 -2.616 6.052 2.139
H3 -3.053 7.192 3.320
H4 -1.922 4.754 4.039
C2 2.580 -2.905 -2.048
O2 2.236 -1.920 -1.099
C3 3.064 -0.744 -1.218
C4 2.567 0.267 -0.200
N1 1.133 0.696 -0.243
C5 0.947 1.699 -1.261
C6 0.861 1.177 -2.664
O3 0.415 -0.263 -2.696
C7 0.434 -0.676 -4.011
H5 2.188 -3.870 -1.728
H6 3.657 -3.070 -2.092
H7 2.290 -2.619 -3.059
H8 3.147 -0.216 -2.169
H9 4.079 -1.000 -0.915
H10 3.239 1.117 -0.319
H11 2.613 -0.119 0.818
H12 0.838 1.158 0.605
H13 1.656 2.523 -1.179
H14 0.000 2.190 -1.040
H15 1.884 1.331 -3.007
H16 0.219 1.733 -3.347
H17 1.445 -1.012 -4.245
H18 0.109 0.117 -4.683
H19 -0.150 -1.571 -4.223
C8 -2.659 -0.059 -2.065
O4 -1.970 -0.356 -0.838
C9 -2.758 0.067 0.210
C10 -2.496 -0.860 1.471
N2 -1.033 -0.706 1.661
C11 -0.669 -1.626 2.618
C12 0.861 -1.857 2.456
O5 1.014 -2.590 1.210
C13 0.814 -4.027 1.419
H20 -2.767 1.016 -2.202
H21 -3.557 -0.675 -2.021
H22 -2.165 -0.381 -2.982
H23 -3.831 0.182 0.058
H24 -2.550 1.099 0.492
H25 -2.826 -1.832 1.103
H26 -3.046 -0.617 2.380
H27 -0.800 0.191 2.062
H28 -1.096 -2.626 2.551
H29 -0.908 -1.215 3.599
H30 1.206 -2.512 3.255
H31 1.323 -0.871 2.505
H32 1.093 -4.403 0.435
H33 -0.208 -4.346 1.623
H34 1.495 -4.470 2.146

[3]
Entry from OMol25: a 6-piece molecular cluster, C13H35Cl4NO5 overall at a distorted geometry (ωB97M-V with the def2-TZVPD basis set).

## Properties
SMILES: COCCNCCOC.ClCCCl.ClCCCl.CO.CO.CO
Relative energy (zero: lowest compared OMol25 entry of this formula, charge and spin): 151.6 kJ/mol
Multiplicity: 1
E: -2787.8539 hartree

Positions of all 58 atoms, in Å:
Cl1 4.056 -8.167 1.896
C1 4.212 -7.369 3.463
C2 3.646 -5.934 3.290
Cl2 3.662 -5.191 4.846
H1 5.287 -7.364 3.642
H2 3.771 -7.988 4.244
H3 2.617 -6.060 2.954
H4 4.171 -5.245 2.629
Cl3 0.777 1.785 6.211
C3 0.655 2.924 4.823
C4 1.907 2.845 4.022
Cl4 2.133 4.187 2.898
H5 0.547 3.959 5.146
H6 -0.165 2.583 4.191
H7 1.989 1.862 3.557
H8 2.764 2.809 4.695
C5 8.288 2.307 5.597
O1 7.078 1.525 5.518
H9 8.263 3.020 4.773
H10 8.411 2.869 6.523
H11 9.099 1.593 5.460
H12 6.999 0.913 6.253
C6 8.175 -4.597 0.787
O2 7.960 -4.529 2.225
H13 9.188 -4.997 0.734
H14 7.487 -5.242 0.240
H15 8.161 -3.606 0.334
H16 8.753 -4.347 2.735
C7 5.552 0.560 0.343
O3 5.046 -0.654 0.843
H17 6.129 1.024 1.143
H18 6.372 0.338 -0.340
H19 4.736 1.090 -0.148
H20 5.774 -1.093 1.289
C8 -11.062 2.305 -7.330
O4 -9.913 1.570 -6.984
C9 -9.407 1.970 -5.779
C10 -8.075 1.338 -5.392
N1 -7.638 1.721 -4.065
C11 -6.294 1.222 -3.681
C12 -5.446 1.844 -2.575
O5 -4.098 1.399 -2.715
C13 -2.933 2.219 -2.267
H21 -11.580 1.838 -8.169
H22 -10.813 3.366 -7.349
H23 -11.851 2.160 -6.591
H24 -10.067 1.769 -4.935
H25 -9.247 3.048 -5.770
H26 -7.238 1.658 -6.013
H27 -8.146 0.251 -5.404
H28 -8.309 1.337 -3.416
H29 -5.728 1.062 -4.599
H30 -6.321 0.233 -3.224
H31 -5.877 1.638 -1.595
H32 -5.532 2.928 -2.645
H33 -3.181 2.530 -1.252
H34 -2.748 3.124 -2.846
H35 -2.001 1.657 -2.221

[4]
Entry from OMol25: C13H35F3N3O14S2 as an isolated structure at a distorted geometry (ωB97M-V with the def2-TZVPD basis set).

## Properties
Multiplicity: 1
E: -2829.4562 hartree
Total charge: +1

Positions of all 70 atoms, in Å:
N1 2.719 2.030 2.904
H1 3.520 1.464 3.145
H2 1.909 1.440 3.029
H3 2.865 2.515 2.030
H4 2.624 2.601 3.731
N2 -0.789 2.209 4.731
H5 -0.885 3.178 4.462
H6 -1.560 1.744 5.189
H7 -0.021 2.285 5.383
H8 -0.480 1.619 3.971
N3 0.423 2.397 -0.024
H9 0.825 1.479 0.101
H10 -0.155 2.566 -0.835
H11 1.243 2.983 0.034
H12 -0.082 2.655 0.812
C1 3.904 3.729 -0.251
O1 2.794 3.780 0.593
H13 4.373 4.675 -0.521
H14 4.718 3.129 0.155
H15 3.548 3.239 -1.156
C2 0.452 -0.623 1.865
O2 1.516 -0.172 1.033
O3 0.282 0.458 2.816
C3 -0.786 -1.217 1.127
F1 -1.523 -0.189 0.503
F2 -0.258 -1.896 0.158
F3 -1.562 -1.935 1.971
C4 2.744 -1.012 0.931
C5 3.646 -0.538 -0.088
H16 4.667 -0.880 0.075
H17 3.357 -1.002 -1.031
H18 3.807 0.540 -0.070
H19 2.473 -2.037 0.676
H20 3.277 -1.211 1.860
H21 0.699 -1.501 2.461
C6 -4.699 0.655 2.491
C7 -4.363 1.097 1.077
C8 -4.433 0.001 0.036
O4 -5.417 0.304 -0.831
C9 -6.057 1.370 -0.437
O5 -7.080 1.776 -0.927
O6 -5.427 1.935 0.644
H22 -5.645 0.122 2.395
H23 -4.800 1.475 3.202
H24 -3.984 -0.007 2.979
H25 -3.473 1.707 0.923
H26 -4.479 -1.017 0.423
H27 -3.524 -0.258 -0.507
C10 2.041 -3.741 -1.432
C11 2.168 -5.319 -1.724
O7 2.985 -5.414 -2.842
S1 2.327 -4.213 -3.845
O8 1.033 -4.669 -4.398
O9 3.243 -3.766 -4.884
O10 2.219 -3.159 -2.610
H28 2.933 -3.440 -0.881
H29 1.104 -3.466 -0.950
H30 1.245 -5.814 -2.027
H31 2.641 -5.921 -0.949
C12 -1.715 -0.993 -3.814
C13 -0.408 -0.156 -3.789
O11 -0.380 0.717 -2.784
S2 -1.907 1.329 -2.498
O12 -2.271 2.378 -3.453
O13 -1.990 1.682 -1.041
O14 -2.572 -0.179 -2.966
H32 -1.648 -1.968 -3.330
H33 -2.085 -1.079 -4.836
H34 -0.218 0.410 -4.701
H35 0.351 -0.875 -3.483